w:
Molecular formula: C2H8N4
Method: DFT, ωB97M-V/def2-TZVPD

## Properties
- SMILES: N#CN.C=N.N
- Total charge: 0
- Orbital gap (spin up / spin down): 0.2773 / 0.2773 hartree
- Highest occupied orbital energy (spin up / spin down): -7.65 / -7.65 eV
- Molecular weight: 88.11 g/mol

```
14
C2H8N4, DFT ωB97M-V/def2-TZVPD
C -0.524 -0.477 0.944
N -0.700 -0.211 2.248
H -0.058 -1.697 -2.145
H -1.484 -0.630 2.723
H -0.114 1.913 0.140
N 1.316 0.965 -0.936
H 0.116 -0.012 2.804
H 0.110 0.044 -2.044
H 1.266 1.262 1.145
N -0.496 -0.790 -2.160
C 0.722 1.217 0.191
N -0.813 -1.303 0.133
H -1.496 -0.680 -2.219
H 2.155 0.400 -0.825
```



x:
Molecular formula: C2H8N4
Method: DFT, ωB97M-V/def2-TZVPD

## Properties
- Total charge: 0
- Orbital gap (spin up / spin down): 0.2899 / 0.2899 hartree
- Highest occupied orbital energy (spin up / spin down): -7.73 / -7.73 eV
- Molecular weight: 88.11 g/mol

```
14
C2H8N4, DFT ωB97M-V/def2-TZVPD
H -1.745 1.479 -0.107
H -1.542 -1.230 -1.960
C 0.944 0.200 0.781
H 2.302 -1.437 0.763
N -1.411 -0.466 -0.148
N 0.517 1.103 1.454
N -1.485 -0.301 -1.558
N -1.825 0.644 0.488
H -0.038 -0.404 0.137
H -2.338 0.189 -1.821
H 2.399 -0.397 -0.653
C 2.270 -0.398 0.431
H -1.130 0.856 1.298
H 3.081 0.162 0.897
```



Stability, lowest: x



w:
Molecular formula: C3H2FO3
Method: DFT, ωB97M-V/def2-TZVPD

## Properties
- Total charge: -1
- Orbital gap: 0.3366 hartree
- Highest occupied orbital energy: -4.89 eV
- Molecular weight: 105.04 g/mol

```
9
C3H2FO3, DFT ωB97M-V/def2-TZVPD
O -3.389 -0.196 0.945
C -1.297 0.333 0.021
H 0.642 0.458 -0.859
C -0.341 0.357 -1.167
C -2.794 -0.285 -0.122
F -0.855 0.801 1.184
O -0.961 1.592 -1.369
O -2.835 -0.938 -1.153
H -0.397 -0.310 -1.903
```



x:
Molecular formula: C3H2FO3
Method: DFT, ωB97M-V/def2-TZVPD

## Properties
- Total charge: -1
- Orbital gap (spin up / spin down): 0.3141 / 0.3141 hartree
- Highest occupied orbital energy (spin up / spin down): -4.65 / -4.65 eV
- Molecular weight: 105.04 g/mol

```
9
C3H2FO3, DFT ωB97M-V/def2-TZVPD
H -0.284 -0.311 1.294
F -2.529 -0.083 0.482
C 1.578 0.581 0.056
O 2.351 0.541 1.058
H 0.477 -1.316 -0.043
C -1.628 -0.128 -0.556
O -2.016 -0.001 -1.662
O 1.781 1.092 -1.005
C 0.271 -0.374 0.375
```



Stability, lowest: w



w:
Molecular formula: C3H9NOS
Method: DFT, ωB97M-V/def2-TZVPD

## Properties
- SMILES: NC=O.CSC
- Total charge: 0
- Orbital gap: 0.3534 hartree
- Highest occupied orbital energy: -8.87 eV
- Molecular weight: 107.18 g/mol

```
15
C3H9NOS, DFT ωB97M-V/def2-TZVPD
C 0.476 -1.278 -2.276
H 1.282 -1.062 -0.326
C -0.456 0.274 2.502
H -1.307 2.103 0.010
H -0.298 1.254 -1.132
H 0.080 -0.395 -2.810
H -1.265 0.254 -0.136
H -0.652 1.009 3.284
S 0.512 1.090 1.194
O -0.098 -2.326 -2.424
H -1.360 -0.221 2.163
H 0.207 -0.439 2.998
N 1.429 -1.045 -1.319
H 2.167 -0.419 -1.600
C -0.718 1.201 -0.128
```



x:
Molecular formula: C3H9NOS
Method: DFT, ωB97M-V/def2-TZVPD

## Properties
- SMILES: OCNCCS
- Total charge: 0
- Orbital gap: 0.3661 hartree
- Highest occupied orbital energy: -9.11 eV
- Molecular weight: 107.18 g/mol

```
15
C3H9NOS, DFT ωB97M-V/def2-TZVPD
H 2.696 0.641 1.557
H -3.176 -0.771 1.128
S -3.045 0.442 0.535
H -0.433 1.528 -0.382
H -1.821 -1.228 -0.476
H 2.760 -0.827 -0.289
H -0.470 0.340 0.889
C -0.400 0.443 -0.206
H 1.206 0.467 -1.460
H 1.428 -1.132 0.930
H -1.878 0.133 -1.676
C -1.718 -0.170 -0.632
N 0.784 -0.158 -0.786
O 2.255 0.789 0.724
C 1.813 -0.497 0.142
```



y:
Molecular formula: C3H9NOS
Method: DFT, ωB97M-V/def2-TZVPD

## Properties
- SMILES: N[C@H](CO)CS
- Total charge: 0
- Orbital gap: 0.3573 hartree
- Highest occupied orbital energy: -8.99 eV
- Molecular weight: 107.18 g/mol

```
15
C3H9NOS, DFT ωB97M-V/def2-TZVPD
O -1.535 -1.482 1.132
S 1.772 1.943 -1.161
C -0.201 0.314 0.016
H -2.173 -0.881 1.516
N 0.578 0.390 1.256
H -1.852 -0.834 -0.800
H -0.374 -1.745 -0.536
H 1.367 -0.253 1.201
H -0.934 1.123 -0.014
H 2.254 1.743 0.074
C 0.712 0.448 -1.185
H -0.015 0.046 2.004
C -1.045 -1.014 -0.077
H 1.299 -0.458 -1.331
H 0.147 0.660 -2.095
```



Stability, lowest: x



w:
Molecular formula: C23H19F6N4O6S4W
Method: DFT, ωB97M-V/def2-TZVPD

## Properties
- Expectation value of S²: 2.012
- Total charge: +1
- Orbital gap (spin up / spin down): 0.2931 / 0.2799 hartree
- Highest occupied orbital energy (spin up / spin down): -11.14 / -11.29 eV
- Spin multiplicity: 3
- Molecular weight: 873.52 g/mol

```
63
C23H19F6N4O6S4W, DFT ωB97M-V/def2-TZVPD
O -0.446 0.257 2.108
F 4.248 0.067 1.534
H -1.422 2.209 -1.121
O 2.007 -0.268 -0.380
C -0.978 2.309 -0.126
O -0.034 -1.891 0.335
C -1.039 -1.099 -3.701
C 3.279 3.220 1.474
N -0.067 0.173 -2.042
H -0.672 3.964 2.033
N 1.477 1.688 1.254
O -0.325 1.062 4.196
H -3.821 -1.793 -2.586
C -0.250 3.609 -0.043
H 4.063 3.784 0.991
C -3.243 -0.108 1.997
C -3.428 -1.359 -1.682
C 3.073 3.290 2.843
H 2.272 1.571 -3.939
C 2.468 2.402 0.710
H 3.705 3.913 3.460
O 4.065 -1.343 -1.084
H -2.606 -0.718 2.635
H 1.570 5.706 -2.007
C 1.103 5.312 -1.114
H -4.283 -0.242 2.288
N 2.280 -2.776 -0.148
C -3.071 -0.489 0.567
S 2.958 -1.390 -0.199
F 0.200 -3.647 -2.010
F 2.601 -1.079 2.360
C -0.158 4.326 1.148
H -1.724 -1.748 -4.220
C 0.084 1.001 3.072
H 2.889 0.577 -2.611
F 4.450 -2.074 1.810
S 0.852 -3.052 0.458
F 0.910 -5.315 -0.823
O 0.853 -3.739 1.697
C -1.133 -0.613 -2.440
C 2.043 2.554 3.408
F -1.070 -4.496 -0.479
H -1.810 2.272 0.587
C 1.261 1.783 2.574
C 0.569 5.506 1.215
H 1.768 6.925 0.138
C 2.038 1.166 -2.955
C 0.804 0.336 -3.019
C -2.214 -0.794 -1.481
N -2.013 -0.307 -0.201
C 1.212 5.999 0.088
H 0.622 6.049 2.150
S -4.352 -1.248 -0.256
H 0.268 3.618 -2.125
H 1.877 2.003 -2.277
W 0.048 0.420 0.199
C 0.376 4.132 -1.175
C 0.186 -4.213 -0.806
H 2.619 2.301 -0.353
H -2.965 0.932 2.156
H 1.815 2.571 4.464
S 0.383 -0.509 -4.435
C 3.619 -1.102 1.495
```



x:
Molecular formula: C23H19F6N4O6S4W
Method: DFT, ωB97M-V/def2-TZVPD

## Properties
- Expectation value of S²: 2.015
- Total charge: +1
- Orbital gap (spin up / spin down): 0.2801 / 0.2711 hartree
- Highest occupied orbital energy (spin up / spin down): -11.01 / -11.30 eV
- Spin multiplicity: 3
- Molecular weight: 873.52 g/mol

```
63
C23H19F6N4O6S4W, DFT ωB97M-V/def2-TZVPD
H 3.943 -2.628 -0.432
S 1.537 -4.545 -2.117
C 3.152 -0.502 2.069
C -3.192 0.985 1.358
C 0.805 -3.322 -0.058
C 4.219 -3.021 1.657
N 1.167 -2.339 -0.965
F 0.728 3.119 3.395
C 3.242 -0.990 0.763
N 0.240 -1.516 1.479
C 1.165 1.637 -2.664
F 2.443 3.358 2.091
H -0.686 0.810 2.699
H 0.681 0.384 3.726
F -2.551 -0.186 1.424
C 1.565 -2.843 -2.109
C 2.023 -2.083 -3.309
H 2.766 0.498 2.232
C 3.808 -2.250 0.578
C -0.159 1.822 -4.640
C -0.537 0.122 -3.028
C 2.719 -0.184 -0.401
F 0.942 4.916 2.204
H 4.661 -3.995 1.485
S -0.471 -2.678 3.606
S 0.269 2.820 0.839
H 3.202 -0.502 -1.322
C 1.153 3.622 2.245
O -2.098 -1.658 -3.135
O 0.563 3.555 -0.350
C -0.298 0.055 3.370
H 0.737 -5.510 -0.017
H -0.963 -0.018 4.229
N -1.216 2.829 1.354
W 0.526 -0.326 -0.339
O 0.853 1.442 0.882
H 2.957 0.869 -0.243
H 1.340 -2.243 -4.145
O -1.044 -1.273 -1.191
C 0.324 -2.887 1.244
C -0.028 -3.661 2.289
H -1.694 0.282 -4.785
C 0.943 -4.580 -0.522
C -0.163 -1.269 2.709
C -1.326 -1.036 -2.463
S -2.208 2.156 0.301
H 3.011 -2.424 -3.617
F -3.328 1.480 2.579
H 1.448 3.163 -4.121
C 4.086 -2.538 2.951
H -0.407 2.319 -5.569
O -3.150 3.024 -0.304
C 0.873 2.290 -3.845
H 3.494 -0.862 4.154
C 3.564 -1.265 3.151
C -0.875 0.706 -4.222
H 1.967 1.971 -2.023
N 0.470 0.570 -2.253
F -4.371 0.817 0.794
H -0.041 -4.737 2.349
H 2.074 -1.022 -3.095
O -1.394 1.298 -0.573
H 4.418 -3.130 3.794
```



Stability, lowest: x